Record 1
# C42H80O26S8

12 unconnected molecules or ions with the total composition C42H80O26S8 at a distorted geometry (ωB97M-V/def2-TZVPD, OMol25).

XYZ file:
```
156
Properties=species:S:1:pos:R:3:lowdin_charge:R:1
O 5.897 1.151 1.427 -0.342
S 5.065 1.838 0.424 0.769
O 3.602 1.871 0.394 -0.352
C 5.608 3.654 0.286 -0.165
C 6.073 3.752 -1.195 -0.182
C 5.331 2.612 -1.990 -0.249
C 5.596 1.316 -1.266 -0.216
H 6.383 3.918 0.989 0.091
H 4.746 4.242 0.576 0.083
H 5.958 4.761 -1.614 0.118
H 7.118 3.436 -1.272 0.112
H 5.758 2.568 -2.996 0.117
H 4.246 2.737 -2.019 0.103
H 6.619 0.962 -1.343 0.114
H 4.890 0.532 -1.552 0.080
O 0.308 7.553 -0.187 -0.322
S -0.201 6.494 0.615 0.696
O -0.862 6.700 1.907 -0.327
C -1.235 5.367 -0.400 -0.206
C -0.509 4.062 -0.387 -0.211
C 1.023 4.378 -0.341 -0.198
C 1.235 5.391 0.826 -0.213
H -1.250 5.798 -1.407 0.114
H -2.220 5.278 0.046 0.067
H -0.741 3.457 0.485 0.098
H -0.699 3.461 -1.274 0.110
H 1.451 4.874 -1.210 0.109
H 1.678 3.540 -0.115 0.077
H 2.149 5.999 0.746 0.100
H 1.245 4.847 1.763 0.089
O 5.536 -1.950 -1.224 -0.332
S 4.247 -2.608 -1.078 0.715
O 3.119 -1.967 -0.410 -0.354
C 3.661 -3.240 -2.713 -0.205
C 4.440 -4.553 -2.858 -0.195
C 4.279 -5.270 -1.479 -0.218
C 4.524 -4.314 -0.342 -0.180
H 3.920 -2.495 -3.479 0.089
H 2.583 -3.322 -2.679 0.094
H 4.036 -5.174 -3.671 0.125
H 5.483 -4.295 -3.083 0.117
H 4.946 -6.131 -1.504 0.118
H 3.262 -5.656 -1.415 0.092
H 5.549 -4.390 0.031 0.109
H 3.792 -4.507 0.436 0.093
O -6.822 5.324 1.201 -0.332
S -6.655 4.171 0.339 0.695
O -7.700 3.648 -0.527 -0.332
C -5.237 4.292 -0.701 -0.220
C -4.608 2.869 -0.647 -0.179
C -5.460 1.921 0.275 -0.252
C -6.112 2.723 1.352 -0.211
H -4.518 4.987 -0.277 0.080
H -5.516 4.655 -1.690 0.107
H -4.378 2.393 -1.613 0.101
H -3.611 2.895 -0.177 0.085
H -4.879 1.097 0.690 0.094
H -6.340 1.482 -0.203 0.104
H -5.441 3.094 2.124 0.092
H -6.945 2.134 1.746 0.101
O -0.317 1.328 -3.852 -0.331
S 0.326 1.033 -5.109 0.695
O -0.343 1.115 -6.402 -0.321
C 1.778 2.138 -5.351 -0.201
C 2.995 1.242 -5.059 -0.216
C 2.628 -0.201 -5.494 -0.211
C 1.243 -0.501 -4.948 -0.233
H 1.721 2.990 -4.675 0.095
H 1.865 2.567 -6.348 0.104
H 3.917 1.562 -5.563 0.117
H 3.205 1.237 -3.986 0.096
H 3.365 -0.908 -5.089 0.098
H 2.630 -0.279 -6.591 0.126
H 1.238 -0.732 -3.877 0.088
H 0.778 -1.306 -5.511 0.111
O -7.275 -2.327 3.594 -0.324
S -6.366 -1.562 2.779 0.694
O -6.772 -0.443 1.962 -0.317
C -5.013 -1.153 3.920 -0.204
C -4.114 -2.370 3.757 -0.208
C -4.123 -2.831 2.252 -0.200
C -5.552 -2.805 1.757 -0.216
H -5.388 -1.080 4.927 0.100
H -4.432 -0.275 3.682 0.092
H -3.095 -2.112 4.001 0.090
H -4.461 -3.123 4.469 0.117
H -3.645 -3.807 2.119 0.106
H -3.527 -2.118 1.691 0.095
H -6.131 -3.702 1.966 0.102
H -5.619 -2.559 0.689 0.096
O 0.745 -5.856 -1.377 -0.330
S -0.220 -5.329 -0.456 0.713
O -1.673 -5.622 -0.549 -0.350
C 0.171 -5.799 1.292 -0.191
C -0.163 -4.497 2.071 -0.187
C 0.350 -3.289 1.206 -0.192
C -0.028 -3.544 -0.245 -0.222
H 1.217 -6.114 1.371 0.098
H -0.444 -6.658 1.577 0.103
H -1.246 -4.439 2.218 0.097
H 0.237 -4.449 3.079 0.111
H 1.417 -3.224 1.439 0.101
H -0.037 -2.335 1.554 0.097
H 0.657 -3.157 -1.007 0.079
H -1.046 -3.221 -0.421 0.083
O -2.087 -2.274 -5.078 -0.328
S -2.081 -1.999 -3.657 0.705
O -0.820 -2.018 -2.937 -0.350
C -3.032 -0.433 -3.487 -0.205
C -4.460 -0.966 -3.354 -0.200
C -4.391 -2.169 -2.385 -0.226
C -3.337 -3.103 -2.880 -0.199
H -2.836 0.147 -4.395 0.105
H -2.669 0.037 -2.583 0.086
H -5.074 -0.136 -2.994 0.116
H -4.806 -1.290 -4.333 0.119
H -5.368 -2.642 -2.254 0.123
H -4.062 -1.783 -1.418 0.109
H -3.728 -3.760 -3.652 0.110
H -2.847 -3.666 -2.080 0.083
O -2.916 4.231 1.830 0.130
C -2.411 3.753 2.814 -0.556
O -1.115 3.927 3.145 0.029
C -0.829 3.313 4.454 -0.053
C -2.055 2.382 4.610 -0.083
O -3.030 3.085 3.793 0.061
H 0.143 2.827 4.464 0.120
H -0.859 4.107 5.203 0.130
H -2.424 2.364 5.637 0.131
H -1.882 1.362 4.245 0.103
O 5.022 -4.244 4.455 0.158
C 5.053 -3.174 3.932 -0.549
O 6.159 -2.403 3.741 0.051
C 5.886 -1.304 2.863 -0.121
C 4.340 -1.255 2.885 -0.114
O 3.986 -2.592 3.302 0.029
H 6.341 -0.371 3.227 0.121
H 6.271 -1.567 1.877 0.122
H 4.006 -0.994 1.894 0.092
H 4.028 -0.506 3.613 0.129
O -2.327 0.364 1.747 0.141
C -1.314 0.319 1.124 -0.683
O -1.240 0.056 -0.146 0.058
C 0.137 0.116 -0.705 0.001
C 0.937 0.326 0.695 -0.031
O -0.144 0.531 1.670 0.051
H 0.343 -0.817 -1.233 0.085
H 0.212 0.964 -1.391 0.103
H 1.649 1.135 0.700 0.074
H 1.439 -0.580 0.993 0.082
C 0.900 -0.817 4.556 -0.102
O -0.577 -0.878 4.623 -0.137
H 1.270 0.212 4.662 0.075
H 1.343 -1.477 5.292 0.079
H 1.195 -1.184 3.573 0.053
H -0.807 -1.008 5.541 0.063
```

Output
- LUMO level (eV) = -0.23
- SMILES = O=S1(=O)CCCC1.O=S1(=O)CCCC1.O=S1(=O)CCCC1.O=S1(=O)CCCC1.O=S1(=O)CCCC1.O=S1(=O)CCCC1.O=S1(=O)CCCC1.O=S1(=O)CCCC1.O=C1OCCO1.O=C1OCCO1.O=C1OCCO1.CO
- highest occupied orbital energy (eV) = -9.41
- gap between HOMO and LUMO (eV) = 9.173

=====

Record 2
# C42H81BrN6O13P

4 unconnected molecules or ions with the total composition C42H81BrN6O13P at a distorted geometry (ωB97M-V/def2-TZVPD, OMol25).

XYZ file:
```
144
Properties=species:S:1:pos:R:3:lowdin_charge:R:1
C 0.111 2.953 2.126 0.070
C -0.245 2.054 1.213 -0.103
C 0.075 2.195 -0.250 -0.057
C -0.584 3.133 -1.064 0.058
C -1.675 4.039 -0.473 -0.427
O -1.352 4.893 0.299 0.207
O -2.948 3.802 -0.867 0.042
C -3.507 2.696 -0.128 -0.173
O -3.359 1.488 -0.806 -0.166
C -4.578 0.759 -0.875 -0.194
C -4.388 -0.653 -1.419 -0.206
O -3.397 -1.395 -0.722 -0.155
C -2.925 -2.429 -1.595 -0.254
C -2.005 -3.439 -0.877 -0.058
C -0.209 3.205 -2.431 -0.065
C -0.946 4.236 -3.287 -0.066
C -2.395 3.854 -3.707 -0.743
O -3.147 4.726 -3.989 0.069
Br -3.044 2.019 -3.817 0.873
C 0.781 2.328 -2.926 -0.119
C 1.162 2.455 -4.399 -0.138
C 0.061 1.906 -5.366 -0.187
C 0.553 1.958 -6.848 -0.408
C -0.694 1.726 -7.762 -0.058
C 1.143 3.336 -7.226 -0.078
N 1.350 1.418 -2.097 -0.002
P 2.550 0.285 -2.817 0.893
N 1.936 -0.466 -4.046 -0.227
C 1.025 1.354 -0.777 -0.225
N 1.610 0.448 0.142 0.082
C 3.024 0.661 0.390 -0.445
C 3.384 2.060 0.925 0.038
O 3.902 -0.128 0.192 0.115
C 1.220 -0.939 -0.057 -0.416
C 0.028 -1.205 -1.019 0.028
O 1.720 -1.869 0.502 0.152
H 0.364 3.974 1.823 0.086
H 0.192 2.681 3.183 0.080
H -0.800 1.161 1.538 0.124
H -4.579 2.932 -0.014 0.154
H -3.065 2.627 0.882 0.155
H -5.096 0.692 0.100 0.140
H -5.274 1.278 -1.567 0.133
H -4.185 -0.669 -2.509 0.110
H -5.355 -1.181 -1.286 0.140
H -3.760 -2.986 -2.063 0.128
H -2.337 -1.911 -2.379 0.107
H -2.070 -3.353 0.218 0.095
H -2.256 -4.476 -1.145 0.085
H -0.958 -3.266 -1.166 0.027
H -0.414 4.549 -4.194 0.126
H -1.048 5.143 -2.666 0.146
H 1.200 3.540 -4.598 0.109
H 2.159 2.074 -4.646 0.089
H -0.269 0.897 -5.085 0.082
H -0.794 2.601 -5.331 0.064
H 1.315 1.166 -6.942 0.125
H -0.323 1.419 -8.752 0.087
H -1.360 0.982 -7.303 0.071
H -1.196 2.698 -7.896 0.085
H 2.027 3.591 -6.610 0.071
H 1.460 3.401 -8.275 0.090
H 0.397 4.122 -7.005 0.089
H 3.666 1.086 -3.155 0.049
H 2.942 -0.681 -1.873 0.056
H 2.475 -0.236 -4.879 0.026
H 2.505 2.600 1.303 0.065
H 3.778 2.630 0.058 0.098
H 4.199 2.016 1.655 0.098
H 0.243 -0.940 -2.066 0.067
H -0.154 -2.288 -1.005 0.043
H -0.898 -0.728 -0.651 0.106
C -2.962 -5.121 -8.256 -0.111
O -1.545 -5.126 -8.268 -0.194
C -0.974 -4.025 -8.968 -0.213
C -0.275 -3.080 -8.009 -0.208
N -1.237 -2.367 -7.173 -0.041
C -0.632 -1.640 -6.061 -0.208
C 0.091 -2.449 -4.984 -0.238
O -0.759 -3.276 -4.204 -0.198
C -1.037 -4.551 -4.764 -0.085
H -3.294 -6.070 -7.838 0.090
H -3.352 -4.313 -7.628 0.076
H -3.364 -5.027 -9.269 0.090
H -1.719 -3.500 -9.573 0.123
H -0.228 -4.441 -9.651 0.123
H 0.311 -2.354 -8.581 0.122
H 0.416 -3.678 -7.403 0.106
H -1.901 -3.030 -6.795 0.068
H -1.443 -1.089 -5.572 0.112
H 0.058 -0.891 -6.465 0.095
H 0.526 -1.729 -4.283 0.040
H 0.934 -3.025 -5.383 0.117
H -0.203 -4.934 -5.356 0.092
H -1.945 -4.515 -5.370 0.073
H -1.224 -5.244 -3.942 0.087
C -1.185 0.220 9.398 -0.103
O -0.097 -0.066 8.535 -0.221
C 0.061 -1.456 8.253 -0.207
C -0.270 -1.755 6.804 -0.204
N -1.702 -1.618 6.539 -0.044
C -2.037 -1.637 5.117 -0.192
C -1.487 -0.500 4.257 -0.228
O -2.036 0.776 4.551 -0.187
C -1.413 1.462 5.626 -0.095
H -1.125 1.273 9.670 0.090
H -2.144 0.048 8.898 0.078
H -1.132 -0.380 10.310 0.091
H -0.530 -2.077 8.933 0.125
H 1.115 -1.692 8.422 0.103
H 0.040 -2.776 6.568 0.131
H 0.319 -1.065 6.187 0.069
H -2.030 -0.746 6.932 0.067
H -3.127 -1.611 5.048 0.121
H -1.719 -2.594 4.692 0.120
H -1.774 -0.710 3.221 0.112
H -0.390 -0.465 4.265 0.095
H -0.349 1.225 5.708 0.084
H -1.921 1.243 6.567 0.075
H -1.514 2.534 5.449 0.088
C 3.043 0.899 9.558 -0.101
O 4.257 0.647 8.867 -0.192
C 4.459 -0.727 8.551 -0.210
C 4.362 -0.955 7.054 -0.201
N 2.990 -0.788 6.587 -0.037
C 2.854 -0.737 5.134 -0.187
C 3.514 0.425 4.388 -0.214
O 2.935 1.693 4.657 -0.199
C 3.434 2.349 5.815 -0.085
H 3.058 1.938 9.885 0.091
H 2.176 0.757 8.904 0.058
H 2.951 0.257 10.438 0.093
H 3.766 -1.374 9.097 0.119
H 5.471 -0.980 8.876 0.123
H 4.703 -1.967 6.820 0.126
H 5.041 -0.243 6.568 0.106
H 2.614 0.070 6.971 0.072
H 1.780 -0.695 4.926 0.083
H 3.218 -1.680 4.713 0.127
H 3.350 0.248 3.320 0.103
H 4.601 0.454 4.526 0.117
H 4.484 2.113 6.003 0.093
H 2.829 2.099 6.689 0.075
H 3.345 3.424 5.656 0.089
```

Output
- charge = +1
- LUMO level (eV) = -4.49
- highest occupied orbital energy (eV) = -10.22
- gap between HOMO and LUMO (eV) = 5.729